Entry 1:
Entry from the Open Molecules 2025 dataset: a molecular structure, C5H13GaO2 at a distorted geometry (wB97M-V/def2-TZVPD).

The geometry in XYZ format:
```
21
C5H13GaO2 wB97M-V/def2-TZVPD
H -2.1803 1.4961 -0.6295
H -4.3531 1.1228 0.5615
C -5.2356 0.5018 -3.3787
C -4.8607 1.0469 -2.0218
C -3.8111 0.2698 0.1238
H -5.9507 -1.3915 -5.1162
H -1.7647 -0.2365 -0.3536
H -7.3743 -0.3601 -4.7299
C -6.6966 -1.1355 -4.3513
H -4.3443 0.2149 -3.9565
O -4.4003 -0.0445 -1.2318
H -7.2709 -2.0252 -4.0736
H -1.9712 0.8802 1.0143
H -4.1384 -0.5284 0.7980
Ga -5.3445 -1.6063 -1.6398
H -5.8042 1.2561 -3.9390
H -5.7321 1.5003 -1.5253
H -4.0614 1.7914 -2.1310
H -4.7973 -2.3369 -0.2419
C -2.3444 0.6210 0.0138
O -6.0452 -0.6600 -3.1744
```

Summary:
- Energy above the lowest of the compared OMol25 structures with the same formula, charge and spin: 0.000 eV
- DFT total energy: -2272.8278 Ha
- Frontier orbital gap: 9.5748 eV
- HOMO: -19.95 eV
- Net charge: +2

Entry 2:
Entry from the Open Molecules 2025 dataset: 5 unconnected molecules or ions with the total composition C5H15NO4 at a distorted geometry (wB97M-V/def2-TZVPD).

The geometry in XYZ format:
```
25
C5H15NO4 wB97M-V/def2-TZVPD
C 1.0160 -2.0775 0.4455
C -1.3707 -1.5476 1.2704
H 1.7553 0.3876 -1.5413
C 1.9269 -1.4717 -0.4227
O 0.9276 2.3023 1.0030
H -0.0451 2.3059 1.0457
H -0.9235 -2.1660 -1.7483
H -2.0258 3.2653 1.1336
H 2.6858 2.8620 -1.4626
H -2.2895 1.9750 0.2260
H -0.5542 0.6428 -0.5880
H 2.8395 -1.7240 -0.7078
O -1.7557 2.3018 0.9770
O 1.9245 2.3413 -1.4587
C -0.1547 -1.2662 0.4760
H -1.9905 -0.6262 1.4272
C 0.0597 -0.1643 -0.3669
N 1.3286 -0.3160 -0.9349
H 1.1237 1.3372 1.2248
H -1.1022 -1.8844 2.2535
H -2.1452 -1.4302 -1.5006
O -1.8403 -2.1955 -1.9220
H 1.5399 2.4465 -0.5852
H 1.0981 -2.9709 0.9563
H -2.0281 -2.3273 0.8001
```

Summary:
- Energy above the lowest of the compared OMol25 structures with the same formula, charge and spin: 1.006 eV
- DFT total energy: -555.2135 Ha
- Frontier orbital gap: 8.3777 eV
- SMILES: Cc1cc[nH]c1.O.O.O.O
- HOMO: -8.25 eV
- Net charge: 0

Entry 3:
Entry from the Open Molecules 2025 dataset: 2 unconnected molecules or ions with the total composition C3H9NO2S at a distorted geometry (wB97M-V/def2-TZVPD).

The geometry in XYZ format:
```
16
C3H9NO2S wB97M-V/def2-TZVPD
O 1.8245 -1.1674 -0.2123
H 1.6197 -0.2270 2.6098
H -0.9546 -1.5602 -1.1058
O 2.3894 0.2601 2.2940
H 2.7587 -0.3639 1.6519
H -2.6103 1.4460 -0.7063
H 0.6475 0.5745 1.0056
H -2.0579 0.8507 0.9445
H -0.4557 1.3991 -1.5917
H 1.0616 -0.0393 -1.7720
C 1.2489 -0.2211 -0.6971
N 0.5797 0.7242 0.0084
S -2.0402 -0.9073 -0.6263
H -0.5721 2.5304 -0.1570
C -1.8868 0.8824 -0.1263
C -0.5186 1.4994 -0.5069
```

Summary:
- Energy above the lowest of the compared OMol25 structures with the same formula, charge and spin: 1.608 eV
- DFT total energy: -723.1093 Ha
- Frontier orbital gap: 10.0491 eV
- SMILES: O=CNCCS.O
- HOMO: -9.38 eV
- Net charge: 0

Entry 4:
Entry from the Open Molecules 2025 dataset: a single C5H8O molecule (wB97M-V/def2-TZVPD).

The geometry in XYZ format:
```
14
C5H8O wB97M-V/def2-TZVPD
C -1.0892 0.9721 -0.5521
H -1.2479 1.7372 -1.3096
H -1.5935 -0.9663 0.1009
H 0.3817 2.2401 0.4052
H 0.7509 -1.1407 1.7401
H 1.5809 0.3313 -0.8372
C 1.1983 -0.9581 0.7655
H -0.3440 1.0443 1.4763
O 1.8192 -2.0678 0.2723
H 1.7719 -1.9933 -0.6908
C 0.0223 1.2070 0.4567
C 1.0915 0.2058 0.1285
C -1.7749 -0.1651 -0.6155
H -2.5081 -0.3500 -1.3913
```

Summary:
- Energy above the lowest of the compared OMol25 structures with the same formula, charge and spin: 1.773 eV
- DFT total energy: -270.4927 Ha
- Frontier orbital gap: 9.6943 eV
- SMILES: C=CC/C=C/O
- HOMO: -8.65 eV
- Net charge: 0

Entry 5:
Entry from the Open Molecules 2025 dataset: a single C4H6N2 molecule (wB97M-V/def2-TZVPD).

The geometry in XYZ format:
```
12
C4H6N2 wB97M-V/def2-TZVPD
H -0.0976 2.1053 0.0455
C -1.7345 -0.1823 -0.0403
C 1.9574 -0.1488 0.0332
H 2.9875 -0.4812 0.0543
H 0.6930 -2.0054 -0.0313
C -0.2489 -0.0137 -0.0094
H -2.2491 0.7220 0.3004
H -2.0964 -0.4156 -1.0472
N 1.6895 1.1481 0.0566
C 0.7824 -0.9284 -0.0088
N 0.3496 1.2023 0.0274
H -2.0330 -1.0023 0.6196
```

Summary:
- Energy above the lowest of the compared OMol25 structures with the same formula, charge and spin: 0.484 eV
- DFT total energy: -265.5178 Ha
- Frontier orbital gap: 10.0213 eV
- SMILES: Cc1ccn[nH]1
- HOMO: -9.05 eV
- Net charge: 0

Entry 6:
Entry from the Open Molecules 2025 dataset: 2 unconnected molecules or ions with the total composition C5H6O at a distorted geometry (wB97M-V/def2-TZVPD).

The geometry in XYZ format:
```
12
C5H6O wB97M-V/def2-TZVPD
C 1.0888 -0.9618 1.1177
H 0.5949 1.1385 1.0601
C -0.6934 0.8559 -1.2639
H 1.8659 0.4494 2.2804
C -0.4942 -0.6217 -1.1244
C 1.1511 0.3001 1.4829
H -1.2343 1.1895 -2.1520
C -1.3563 -0.1027 -0.3081
H 0.0007 -1.4952 -1.5200
O 1.1057 -2.0990 0.8332
H -2.1337 -0.2260 0.4303
H 0.0489 1.5818 -0.8969
```

Summary:
- Energy above the lowest of the compared OMol25 structures with the same formula, charge and spin: 3.619 eV
- DFT total energy: -269.2132 Ha
- Frontier orbital gap: 10.2374 eV
- SMILES: C1=CC1.C=C=O
- HOMO: -9.19 eV
- Net charge: 0

Entry 7:
Entry from the Open Molecules 2025 dataset: a molecular structure, C12H12BrN3O3PdS (wB97M-V/def2-TZVPD).

The geometry in XYZ format:
```
33
C12H12BrN3O3PdS wB97M-V/def2-TZVPD
Pd 0.0890 0.1463 0.3956
H -1.3411 2.6378 2.1108
Br 6.2607 2.2397 -5.7657
H 1.8663 2.1507 4.9390
C 4.1870 0.4899 -2.6195
H 2.0963 3.0801 -3.1043
H -0.1197 -2.8400 -1.2464
N 0.4331 -0.1242 2.9229
O 1.2049 1.8593 -1.1177
C -0.5869 0.6377 2.2892
O 0.5467 -1.4098 2.6682
H 6.0228 0.1366 -3.6899
N -1.0751 -2.5872 -1.0337
C 1.9647 0.9402 -1.4784
H 4.2795 -0.3789 -1.9802
N -1.3525 -1.4315 -1.8536
C 4.9844 1.8848 -4.3774
H -2.2803 -1.1268 -1.5962
C 3.0670 1.3010 -2.4646
H 0.2139 3.6444 3.7459
C 0.2684 2.5840 3.5192
C -0.5846 2.0362 2.5926
C 2.9502 2.4345 -3.2640
O 1.9048 -0.2637 -1.1300
S -2.0037 -0.1604 1.6682
C 3.8957 2.7284 -4.2343
H -0.7291 -0.6446 -1.5890
H -1.0699 -2.2963 -0.0545
H 3.7946 3.5993 -4.8685
H 1.9401 -0.2638 4.2822
C 1.2344 0.4276 3.8437
C 1.1863 1.7678 4.1894
C 5.1557 0.7724 -3.5707
```

Summary:
- Energy above the lowest of the compared OMol25 structures with the same formula, charge and spin: 0.861 eV
- DFT total energy: -3954.4895 Ha
- Frontier orbital gap: 3.3526 eV
- HOMO: 0.38 eV
- Net charge: -2

Entry 8:
Entry from the Open Molecules 2025 dataset: a molecular structure, CHF3O2S at a distorted geometry (wB97M-V/def2-TZVPD).

The geometry in XYZ format:
```
8
CHF3O2S wB97M-V/def2-TZVPD
F -1.3130 -0.1488 1.1250
F -0.6330 2.1156 0.3866
S 0.8200 -0.5770 -0.0540
H 1.5202 0.0270 -1.2650
O 0.3322 -1.8032 -0.5537
F -1.5257 0.4685 -0.9202
O 1.5726 -0.5131 1.1744
C -0.7732 0.4312 0.1068
```

Summary:
- Energy above the lowest of the compared OMol25 structures with the same formula, charge and spin: 2.954 eV
- DFT total energy: -886.8559 Ha
- Frontier orbital gap: 12.0795 eV
- HOMO: -12.30 eV
- Net charge: 0

> Which value of net charge does entry 8 give?

0